[1]
Here is a structure of composition C38H38MgN7O3 from the OMol25 dataset. Energies are from wB97M-V/def2-TZVPD.

- net charge = +1
- max |F| (eV/Å) = 0.9
- multiplicity = 1
- DFT total energy (Ha) = -2280.07256
- E_HOMO (eV) = -10.890

Geometry as XYZ:
```
87
Properties=species:S:1:pos:R:3:mulliken_charge:R:1
Mg -0.1647 1.0941 -0.7976 1.451
C 3.1528 -0.4238 -1.5501 -1.005
C 3.2052 1.0729 -1.4829 0.723
C 4.4426 1.7121 -1.5126 -0.811
C 4.5075 3.0843 -1.4667 -0.883
C 3.3242 3.8069 -1.4360 -0.917
C 2.1308 3.1185 -1.4134 1.067
N 2.0597 1.7693 -1.3914 0.087
C 0.8211 3.8525 -1.4576 0.146
C 0.7380 5.2346 -1.4915 -0.554
C -0.5127 5.8225 -1.5133 -1.055
C -1.6465 5.0320 -1.5262 -1.068
C -1.4989 3.6565 -1.5181 0.708
N -0.2819 3.0909 -1.4645 0.449
C -2.6764 2.7290 -1.5735 0.789
C -3.9172 3.1975 -1.9469 -1.075
C -4.9801 2.3080 -1.9669 -0.745
C -4.7552 0.9992 -1.6151 -0.912
C -3.4719 0.5815 -1.2702 0.596
C -3.2604 -0.8696 -0.9408 -0.750
N -2.4401 1.4397 -1.2542 0.370
H 3.0230 -0.8476 -0.5540 0.032
H 4.0786 -0.8141 -1.9671 0.575
H 2.3239 -0.7577 -2.1706 0.131
H 5.3393 1.1105 -1.5829 0.458
H 5.4621 3.5955 -1.4787 0.454
H 3.3509 4.8856 -1.4435 0.357
H 1.6243 5.8506 -1.4881 0.420
H -0.6032 6.9016 -1.5208 0.467
H -2.6267 5.4839 -1.5355 0.387
H -4.0632 4.2267 -2.2399 0.349
H -5.9680 2.6416 -2.2575 0.435
H -5.5594 0.2752 -1.6118 0.512
H -4.1306 -1.2677 -0.4187 0.663
H -2.3803 -1.0336 -0.3311 -0.507
H -3.1312 -1.4371 -1.8655 0.289
C 0.8003 3.7276 2.0340 -0.754
N 0.2793 2.6585 2.8666 0.209
C 0.5501 2.7883 4.3003 -0.664
C -0.3338 1.8700 5.1124 -0.716
C -0.2749 0.4913 4.4994 -0.645
N -0.6763 0.5553 3.0979 0.290
C -1.4051 -0.5911 2.5760 -1.214
C -0.3059 1.5766 2.3050 0.336
O -0.5109 1.5471 1.0640 -0.442
H 0.5046 4.6867 2.4603 0.431
H 0.3927 3.6524 1.0320 -0.110
H 1.8927 3.6949 1.9856 0.341
H 0.3797 3.8303 4.5716 0.361
H 1.6060 2.5737 4.4929 0.328
H -1.3638 2.2315 5.1094 0.288
H 0.0113 1.8442 6.1452 0.384
H -0.9502 -0.2000 4.9997 0.417
H 0.7344 0.0751 4.5824 0.276
H -2.3101 -0.7418 3.1670 0.443
H -0.7916 -1.4903 2.6155 0.529
H -1.6791 -0.4109 1.5477 -0.094
O -1.0908 -1.0590 -3.6562 -0.738
C -0.5691 -1.4971 -2.6550 -0.848
N -0.3360 -2.8211 -2.3787 0.085
C 0.2412 -3.0467 -1.0744 3.267
C 0.3876 -1.5683 -0.6326 -0.664
O 0.8568 -1.1728 0.4346 -0.828
N -0.1252 -0.7391 -1.5672 0.635
C 1.5765 -3.7927 -1.1362 -0.126
C 1.7942 -4.7402 -2.1311 -0.380
C 2.9775 -5.4634 -2.1746 -0.964
C 3.9632 -5.2483 -1.2208 -0.526
C 3.7541 -4.3040 -0.2268 -1.308
C 2.5690 -3.5805 -0.1835 0.119
C -0.7428 -3.7375 -0.1119 -0.209
C -1.9846 -4.1804 -0.5481 -0.115
C -2.8685 -4.7929 0.3355 -0.967
C -2.5166 -4.9728 1.6641 -0.620
C -1.2718 -4.5378 2.1051 -0.816
C -0.3942 -3.9226 1.2261 -0.126
H -0.5489 -3.5297 -3.0571 0.283
H 1.0433 -4.9329 -2.8880 0.330
H 3.1284 -6.1952 -2.9578 0.419
H 4.8872 -5.8114 -1.2549 0.422
H 4.5167 -4.1250 0.5213 0.419
H 2.4215 -2.8360 0.5866 0.485
H -2.2837 -4.0370 -1.5785 0.372
H -3.8352 -5.1277 -0.0203 0.452
H -3.2020 -5.4543 2.3506 0.425
H -0.9813 -4.6836 3.1388 0.444
H 0.5687 -3.5815 1.5812 0.453
```

[2]
Here is a cluster of 2 separate species, C4H8BrOP in total from the OMol25 dataset. Energies are from wB97M-V/def2-TZVPD.

- max |F| (eV/Å) = 0.8
- multiplicity = 1
- DFT total energy (Ha) = -3147.78885
- relative energy (zero: lowest compared OMol25 entry of this formula, charge and spin) (eV) = 0.505
- SMILES = C=CC=O.CPBr
- E_HOMO (eV) = -9.122

Geometry as XYZ:
```
15
Properties=species:S:1:pos:R:3:mulliken_charge:R:1
C 2.2617 -2.3437 0.0642 -0.779
C 1.4713 -1.3125 0.3380 0.218
C 1.9873 -0.0220 0.8006 -0.075
O 1.3001 0.9150 1.1135 -0.437
H 1.8695 -3.2909 -0.2663 0.264
H 3.3336 -2.2754 0.1627 0.251
H 0.3954 -1.3839 0.2428 0.275
H 3.0930 0.0356 0.8399 0.284
C -2.2147 1.7405 -0.7092 -0.899
P -2.5222 0.6560 0.7539 0.114
Br -4.1531 -0.5821 -0.0478 -0.233
H -3.1437 2.0547 -1.1888 0.370
H -1.5903 1.2043 -1.4277 0.274
H -1.6613 2.6137 -0.3586 0.302
H -3.3908 1.5570 1.4002 0.071
```

[3]
Here is the molecule C4H2OS from the OMol25 dataset. Energies are from wB97M-V/def2-TZVPD.

- max |F| (eV/Å) = 4.7
- multiplicity = 1
- DFT total energy (Ha) = -626.80739
- relative energy (zero: lowest compared OMol25 entry of this formula, charge and spin) (eV) = 3.478
- SMILES = C1#S#COC=C1
- E_HOMO (alpha / beta) (eV) = -7.780 / -7.779

Geometry as XYZ:
```
8
Properties=species:S:1:pos:R:3:mulliken_charge:R:1
C -1.9318 0.9911 0.0177 -0.119
S -3.3898 0.1725 -0.0613 0.087
C -2.7864 -1.3971 0.2332 -0.140
O -1.5004 -1.5596 -0.0981 -0.114
C -0.5608 -0.7197 -0.1645 -0.055
C -0.6353 0.5806 0.2217 -0.438
H 0.2682 -1.3177 -0.1744 0.423
H 0.2021 1.1581 0.3783 0.356
```